Molecular formula: C42H45MoN10S
Method: DFT, ωB97M-V/def2-TZVPD

Geometry as XYZ:
```
99
Properties=species:S:1:pos:R:3:forces:R:3:mulliken_spin:R:1
Mo -0.4047 0.0388 0.2207 0.0 -0.1 0.0 1.876
C -3.8799 -1.6905 2.6357 0.0 0.0 0.0 -0.005
C -2.8639 -1.4899 1.7008 0.0 0.0 0.0 0.035
N -2.0651 -0.4332 1.6739 0.0 0.0 0.0 -0.045
C -2.2501 0.5038 2.6603 0.0 0.0 0.0 0.021
C -3.2485 0.3826 3.6479 0.0 0.0 0.0 -0.023
C -4.0874 -0.7470 3.6037 0.0 0.0 0.0 0.015
C -3.3327 1.3507 4.6746 0.0 0.0 0.0 0.057
C -2.4068 2.3501 4.7218 0.0 0.0 0.0 -0.024
C -1.3914 2.4542 3.7494 0.0 0.0 0.1 0.066
C -1.3169 1.5632 2.6976 0.0 0.0 0.0 -0.024
N -0.3670 1.5150 1.6728 0.0 0.0 0.0 0.010
C 0.7584 2.3438 1.7271 0.0 0.0 0.0 -0.030
C 0.8681 3.6538 2.1322 0.0 0.0 0.0 0.063
C 2.1389 4.2743 2.1969 0.0 0.0 0.0 -0.022
C 3.2807 3.6024 1.8632 0.0 0.0 0.0 0.047
C 3.1876 2.2786 1.3650 0.0 0.0 0.0 -0.016
C 4.2888 1.5058 0.9398 0.0 0.0 0.0 0.019
C 4.0657 0.2760 0.3804 0.0 0.0 0.0 -0.012
C 2.7526 -0.1743 0.2081 0.0 0.0 0.0 0.039
N 1.6971 0.4942 0.6461 0.1 0.0 0.0 -0.081
C 1.9164 1.6949 1.2609 0.0 0.0 0.0 0.024
H -4.4851 -2.5836 2.5724 0.0 0.0 0.0 0.001
H -2.7348 -2.2343 0.9355 0.0 0.0 0.0 -0.005
H -4.8670 -0.8657 4.3461 0.0 0.0 0.0 -0.001
H -4.1090 1.2647 5.4229 0.0 0.0 0.0 0.000
H -2.4318 3.0787 5.5206 0.0 0.0 0.0 0.000
H -0.6593 3.2333 3.8778 0.0 -0.1 0.0 0.006
H -0.0015 4.2359 2.3995 0.0 0.0 -0.1 0.001
H 2.1961 5.2980 2.5420 0.0 0.0 0.0 0.000
H 4.2521 4.0695 1.9585 0.0 0.0 0.0 0.001
H 5.2938 1.8958 1.0476 0.0 0.0 0.0 -0.001
H 4.8807 -0.3454 0.0367 0.0 0.0 0.0 0.001
H 2.5612 -1.0792 -0.3425 0.0 0.0 0.0 -0.008
N 0.9510 3.0911 -1.3195 0.0 0.0 0.0 0.013
N 2.0386 2.4683 -1.9299 0.0 0.0 0.0 0.002
C 1.9739 1.2140 -2.3612 0.0 0.0 0.0 0.022
N 2.9587 0.7797 -3.1413 0.0 0.0 0.0 0.002
S 0.6721 0.1082 -2.0843 0.0 0.0 0.0 -0.023
H 0.5214 3.7378 -1.9740 0.0 0.0 0.0 -0.001
H 1.2777 3.6046 -0.5083 0.0 0.0 0.0 0.001
H 2.8358 3.0318 -2.2039 0.0 0.0 0.0 0.001
H 3.6340 1.4022 -3.5619 0.0 0.0 0.0 0.000
H 2.9428 -0.1746 -3.4625 0.0 0.0 0.0 0.001
C -0.3271 -2.5104 -3.6368 0.0 0.0 0.0 0.000
C -1.5931 -1.6964 -3.5265 0.0 0.0 0.0 0.003
C -2.2495 -1.3819 -4.7151 0.0 0.0 0.0 0.001
C -3.4930 -0.7801 -4.7144 0.0 0.0 0.0 0.000
C -4.1221 -0.5126 -3.5090 0.0 0.0 0.0 0.001
C -3.4984 -0.7772 -2.2976 0.0 0.0 0.0 -0.019
C -4.2573 -0.5390 -1.0229 0.0 0.0 0.0 0.010
C -2.2074 -1.3211 -2.3231 0.0 0.0 0.0 -0.002
N -1.4814 -1.5378 -1.0754 0.0 0.0 0.0 -0.011
C -1.3503 -2.7522 -0.6764 0.0 0.0 0.0 0.031
C -2.0320 -3.9311 -1.2835 0.0 0.0 0.0 0.001
C -0.4096 -3.0032 0.4712 0.0 0.0 0.0 0.050
C -0.3560 -4.3847 1.0313 0.0 0.0 0.0 -0.001
N 0.3009 -2.0080 0.8775 0.0 0.0 -0.1 -0.082
C 1.4456 -2.3387 1.7179 0.0 0.0 0.0 -0.004
C 2.4936 -3.0630 1.1275 0.0 0.0 0.0 -0.009
C 2.4899 -3.5567 -0.3002 0.0 0.0 0.0 0.001
C 3.6106 -3.3468 1.9068 0.0 0.0 0.0 0.002
C 3.6814 -2.9498 3.2297 0.0 0.0 0.0 -0.001
C 2.6227 -2.2593 3.7959 0.0 0.0 0.0 0.003
C 1.4912 -1.9394 3.0553 0.0 0.0 0.0 -0.014
C 0.3533 -1.2198 3.7169 0.0 0.0 0.0 0.023
H 0.3271 -2.0929 -4.4014 0.0 0.0 0.0 -0.001
H -0.5782 -3.5250 -3.9545 0.0 0.0 0.0 0.000
H 0.2457 -2.5764 -2.7144 0.0 0.0 0.0 0.000
H -1.7811 -1.6513 -5.6539 0.0 0.0 0.0 0.000
H -3.9893 -0.5566 -5.6492 0.0 0.0 0.0 0.000
H -5.1225 -0.0987 -3.5023 0.0 0.0 0.0 0.000
H -5.2076 -0.0552 -1.2388 0.0 0.0 0.0 0.000
H -3.7105 0.0898 -0.3219 0.0 0.0 0.0 0.001
H -4.4877 -1.4825 -0.5220 0.0 0.0 0.0 0.000
H -2.7368 -3.6396 -2.0551 0.0 0.0 0.0 0.000
H -2.5565 -4.4964 -0.5109 0.0 0.0 0.0 0.000
H -1.2936 -4.6105 -1.7161 0.0 0.0 0.0 0.000
H -1.3661 -4.6918 1.3126 0.0 0.0 0.0 0.002
H 0.2879 -4.4463 1.9017 0.0 0.0 0.0 -0.001
H -0.0133 -5.1019 0.2833 0.0 0.0 0.0 0.003
H 1.8060 -3.0133 -0.9560 0.0 0.0 0.0 0.002
H 2.2228 -4.6143 -0.3481 0.0 0.0 0.0 0.000
H 3.4910 -3.4780 -0.7247 0.0 0.0 0.0 0.000
H 4.4289 -3.9023 1.4650 0.0 0.0 0.0 0.000
H 4.5525 -3.1911 3.8237 0.0 0.0 0.0 0.000
H 2.6627 -1.9716 4.8388 0.0 0.0 0.0 0.000
H 0.5204 -1.1569 4.7902 0.0 0.0 0.0 0.000
H -0.5986 -1.7308 3.5574 0.0 0.0 0.0 -0.002
H 0.2643 -0.2025 3.3364 0.0 0.0 0.0 -0.002
N -2.5158 2.3897 0.0139 0.0 0.0 0.0 0.023
C -3.2584 3.1761 -0.7703 0.0 0.0 0.0 0.012
C -2.9772 2.8358 -2.0773 0.0 0.0 0.0 0.003
C -2.0390 1.8141 -1.9859 0.0 0.0 0.0 0.012
N -1.7573 1.5305 -0.7065 0.1 0.0 0.0 -0.034
H -2.4684 2.3968 1.0201 0.0 0.0 0.0 0.001
H -3.9205 3.9167 -0.3514 0.0 0.0 0.0 0.000
H -3.3929 3.2667 -2.9711 0.0 0.0 0.0 0.000
H -1.5632 1.2779 -2.7872 0.0 0.0 0.0 -0.003
```
Positions in Å, forces in eV/Å.

The calculation puts the LUMO energy (spin up / spin down) at -8.77 / -9.41 eV. The calculation puts the HOMO energy (spin up / spin down) at -14.965 / -15.401 eV. The expectation value of S² is 2.0328. The spin multiplicity is 3. Its total charge is +3. The calculation puts the energy above the lowest of the compared OMol25 structures with the same formula, charge and spin at 0.000 eV. The value obtained for the total energy is -71856.497 eV.